(1)
# C37H54F7N5O2Si2

A 5-piece molecular cluster, C37H54F7N5O2Si2 overall (the ωB97M-V functional and the def2-TZVPD basis, the OMol25 dataset).

XYZ file:
```
107
Properties=species:S:1:pos:R:3:forces:R:3:lowdin_charge:R:1
Si 1.5888 1.4188 -4.1523 0.0311 0.4792 -0.2205 0.401
Si 2.7163 -1.0099 4.1352 0.1465 -0.3690 0.2225 0.583
F 1.7883 -3.4869 -2.0187 -0.0069 -0.0217 0.3015 0.106
F 1.3628 -5.6684 -0.3578 -0.4136 0.3193 -0.1488 0.162
F 0.6358 -3.0086 2.2839 -0.1260 0.0401 -0.0444 0.056
F 2.3139 -3.3283 0.0955 -0.2628 -0.0092 -0.2294 0.118
F -0.2441 -4.9521 -1.6627 0.3860 0.0865 0.6368 0.153
F -0.3594 -4.6382 0.4877 0.3354 -0.0653 -0.4204 0.174
F -1.2986 -2.2404 1.6425 0.1341 0.0556 0.0599 0.081
O 1.9746 -0.1274 -3.6926 -0.1964 -0.0142 0.1320 -0.201
O -1.4994 -0.8080 -1.2872 0.0388 -0.0140 -0.1326 -0.167
N 4.0329 5.9316 6.6872 -0.0028 -0.0105 -0.0284 -0.005
N -6.0836 0.8097 -2.0225 -0.0280 0.0450 -0.0225 -0.006
N 0.5428 -1.3361 0.6583 0.0523 -0.6087 0.0646 0.144
N -8.6023 2.9194 -3.3649 -0.0324 0.0376 -0.0403 0.010
N 3.9169 -6.1505 -2.1423 0.0504 0.0056 0.0092 0.007
C -0.9323 -2.0969 -1.2089 -0.1213 0.0166 0.0646 -0.155
C -2.8323 -0.7244 -0.8251 -0.0857 0.2040 0.0704 -0.079
C 3.7437 3.2353 2.3875 -0.0340 -0.1751 0.1683 -0.082
C 0.0515 -0.8054 2.9753 0.0154 0.1278 0.2600 -0.124
C 0.9683 -0.8994 -3.0374 0.2755 -0.0197 -0.1235 -0.238
C 3.2434 1.8209 4.2748 -0.0524 -0.0412 -0.2272 -0.089
C 3.5191 -2.3137 3.0496 -0.0073 0.3923 -0.0627 -0.162
C -7.5199 -0.8709 -1.9552 -0.0053 -0.0073 0.0090 -0.107
C 1.2576 -3.3338 -0.7626 0.0159 -0.0809 -0.0681 -0.333
C 5.2684 -6.3481 -2.1886 0.0027 0.0028 -0.0063 -0.141
C 3.5419 3.0773 3.7553 -0.0016 -0.2272 0.0026 -0.080
C 3.6101 7.2147 6.4693 0.0085 -0.0172 -0.0054 -0.143
C 5.5120 -7.3873 -3.0474 -0.0093 0.0005 0.0013 -0.116
C 0.4800 -4.6714 -0.5515 -0.2505 -0.1642 -0.0039 -0.510
C 3.0981 5.2569 7.4249 0.0290 -0.0314 -0.0212 -0.151
C -7.8532 0.0542 -0.9281 -0.0247 -0.0004 -0.0274 -0.110
C -8.7773 4.1377 -3.9622 0.0295 -0.0179 0.0076 -0.146
C 2.3912 7.3619 7.0744 -0.0114 -0.0054 0.0015 -0.112
C 3.1377 0.6913 3.4525 0.0693 0.1514 -0.2564 -0.240
C -0.0021 -1.8496 1.8702 0.0131 -0.1329 -0.4145 -0.521
C 3.1204 2.2168 -4.8583 -0.0033 -0.1906 -0.0309 -0.156
C 1.0024 2.4258 -2.6833 0.0982 -0.2947 -0.0483 -0.152
C 0.4985 -1.9665 -0.6708 0.2043 0.1044 -0.0917 -0.280
C 2.0655 6.1179 7.6813 -0.0062 0.0129 -0.0102 -0.111
C 3.2909 -7.0490 -2.9592 -0.0232 0.0077 -0.0041 -0.142
C -10.0015 4.1321 -4.5761 -0.0045 -0.0108 -0.0014 -0.117
C 4.2543 -7.8327 -3.5376 0.0041 0.0017 0.0011 -0.114
C -6.9509 1.0810 -0.9942 0.0825 0.0267 0.0081 -0.159
C -9.6986 2.1348 -3.5866 -0.0067 -0.0091 -0.0083 -0.139
C -6.4256 -0.3770 -2.6126 0.0216 0.0170 0.0053 -0.140
C 3.3487 0.8779 2.0778 0.0321 0.2981 0.0594 -0.101
C -10.5868 2.8583 -4.3377 -0.0033 0.0086 -0.0005 -0.113
C 0.2283 1.4191 -5.4413 -0.0210 -0.1837 0.2190 -0.158
C 0.8425 -1.1935 4.2301 -0.0057 0.3495 0.0421 -0.229
C 1.3005 -0.9642 -1.5530 -0.0668 0.1864 0.1887 -0.082
C 3.3772 -1.1752 5.8871 0.0556 0.2256 -0.2025 -0.166
C 3.6456 2.1305 1.5465 -0.0332 0.1010 0.2706 -0.080
H -9.7477 1.1342 -3.1930 0.0072 -0.0056 0.0068 0.100
H 3.3818 -2.0848 1.9902 -0.0563 -0.1814 0.0275 0.002
H -7.7993 2.6348 -2.8348 -0.0147 -0.0619 0.0365 0.106
H -2.8686 -0.6942 0.2672 -0.0237 -0.1457 -0.0127 0.088
H 1.7684 2.4128 -1.9040 -0.0376 0.0841 0.0408 0.026
H 1.4974 -1.0540 0.8474 -0.0830 0.2767 0.0168 0.104
H 1.1764 5.8845 8.2420 -0.0042 0.0003 0.0036 0.089
H -6.8495 1.9745 -0.4013 0.0086 -0.0185 0.0301 0.111
H 0.4096 0.6838 -6.2270 0.0423 0.0753 -0.0598 0.036
H 3.7566 2.6295 -4.0742 0.0218 0.0064 -0.0073 0.030
H 3.2487 4.2283 7.7043 -0.0073 -0.0016 0.0154 0.103
H 2.2192 -7.0542 -3.0601 -0.0047 -0.0063 0.0014 0.105
H 4.4479 -1.3880 5.8581 -0.0252 -0.0727 0.0507 0.034
H 4.5971 -2.3180 3.2271 -0.0225 -0.0826 0.0511 0.040
H 0.4646 0.1104 2.5473 -0.0437 -0.0073 -0.0035 0.112
H 0.8296 3.4615 -2.9824 -0.0446 -0.0019 0.0385 0.037
H -8.6637 -0.0251 -0.2235 -0.0061 0.0023 0.0014 0.095
H -0.8979 -2.5479 -2.2074 0.0624 0.0329 0.0023 0.139
H -8.0209 4.9013 -3.9018 -0.0062 0.0110 -0.0026 0.101
H 3.8096 2.2564 0.4842 -0.0124 -0.0798 -0.0325 0.098
H 3.0839 1.7207 5.3417 0.0177 0.0299 0.0283 0.088
H -11.5490 2.5144 -4.6782 -0.0044 0.0001 -0.0028 0.087
H 4.2095 7.9098 5.9073 -0.0026 0.0091 0.0001 0.104
H 3.4540 -5.4527 -1.5904 -0.0144 0.0099 0.0027 0.111
H 2.3746 -1.1389 -1.4467 -0.0295 -0.1116 -0.0169 0.136
H 3.9821 4.2119 1.9868 -0.0108 -0.0094 -0.0374 0.102
H 4.8971 5.5444 6.3569 0.0261 0.0067 0.0226 0.139
H -5.8656 -0.7652 -3.4457 -0.0087 -0.0024 -0.0110 0.109
H -0.9844 -0.5770 3.2324 0.0047 -0.0609 -0.0482 0.123
H 3.7166 1.5132 -5.4426 -0.0267 -0.0063 0.0116 0.034
H 1.1011 0.0182 -1.1210 -0.0162 -0.0317 -0.0761 0.118
H -5.3114 1.3883 -2.2979 0.0181 -0.0065 0.0047 0.139
H 0.5474 -0.4864 5.0160 -0.0058 -0.0426 0.0031 0.085
H 5.9393 -5.7363 -1.6105 0.0086 -0.0030 -0.0003 0.104
H 0.9600 -1.8869 -3.4989 -0.0230 0.0293 0.0060 0.124
H 3.2558 -0.2445 6.4460 -0.0907 -0.0849 0.0632 0.019
H 4.0779 -8.6355 -4.2336 -0.0007 -0.0034 -0.0030 0.087
H 0.0805 2.0169 -2.2620 -0.0228 0.0815 0.0298 0.030
H -1.5394 -2.7523 -0.5862 0.0509 0.0253 0.0940 0.119
H -0.0166 -0.4423 -3.1701 -0.0545 -0.1057 -0.0004 0.103
H -3.2460 0.2110 -1.2023 0.0607 -0.0253 -0.0113 0.075
H 3.3020 0.0405 1.3902 0.0319 -0.0655 0.0474 0.079
H -10.4303 4.9483 -5.1328 -0.0015 0.0037 -0.0021 0.087
H 0.1509 2.4124 -5.8880 -0.0261 -0.0306 -0.0501 0.033
H 3.1027 -3.3004 3.2460 0.0564 -0.0453 -0.0280 0.039
H 2.8216 3.0285 -5.5262 0.0499 0.0377 0.0585 0.032
H -3.4507 -1.5440 -1.1991 0.0027 -0.0447 0.0189 0.094
H 6.4817 -7.7843 -3.2963 0.0045 -0.0016 -0.0014 0.087
H 1.7981 8.2607 7.0829 -0.0037 0.0040 0.0006 0.089
H 0.5714 -2.1824 4.6037 -0.0134 -0.0257 -0.0831 0.086
H -0.7365 1.1822 -4.9852 -0.0173 0.0191 -0.0445 0.026
H 3.6201 3.9181 4.4346 -0.0416 0.0664 -0.1042 0.087
H 2.8675 -1.9737 6.4276 0.0496 -0.0165 0.0207 0.034
H -8.0275 -1.7925 -2.1847 -0.0033 -0.0041 -0.0005 0.093
```
Forces are in eV/Å.

Summary:
net charge = 0
SMILES string = COC[C@@](CCO[Si](C)(C)C)(NC(F)(F)CC[Si](C)(C)c1ccccc1)C(F)(F)C(F)(F)F.c1cc[nH]c1.c1cc[nH]c1.c1cc[nH]c1.c1cc[nH]c1
frontier orbital gap = 8.322 eV
HOMO = -8.08 eV

***

(2)
# C37H54N3OP2ReSSe3Te

C37H54N3OP2ReSSe3Te as an isolated structure (the ωB97M-V functional and the def2-TZVPD basis, the OMol25 dataset).

XYZ file:
```
103
Properties=species:S:1:pos:R:3:forces:R:3:lowdin_charge:R:1
Re -1.2236 -0.7582 -2.0471 4.8091 0.3808 -0.4458 0.390
Te -0.6085 -2.5600 -5.8005 0.5864 -0.2162 0.1628 0.366
Se 1.6579 -2.5325 -4.9965 -0.2144 0.5038 0.0709 -0.173
Se 1.0744 -0.6191 -2.3566 -3.4920 -0.8555 -0.3518 0.408
Se -1.9292 -2.4018 -3.6860 -0.6734 0.4400 0.2054 -0.009
S 1.2032 0.5783 0.4131 0.2753 0.1628 0.1650 0.723
P -1.8887 1.1114 -3.4411 -0.7143 0.3419 -0.3993 0.961
P -1.2523 -2.2356 -0.0948 -0.8765 -0.1295 0.9377 0.982
O 1.6079 0.7715 5.0476 0.1159 0.0290 0.0401 0.122
N -1.5844 0.6748 -0.6381 -0.2528 -1.2875 -1.3231 -0.214
N 1.9707 0.8976 2.8518 -0.1648 0.3785 0.3132 0.116
N 3.6833 0.4898 1.2496 0.1534 -0.1799 -0.0298 0.024
C 3.4072 -0.5483 4.2662 0.1673 -0.3639 0.3250 -0.173
C 3.4903 -1.7095 3.5042 -0.0384 0.2010 0.1186 -0.031
C -1.7210 -0.9786 1.1274 0.1763 0.4876 -0.2338 -0.327
C 0.0949 -3.6516 2.0190 -0.1451 -0.0079 -0.0380 -0.099
C -2.7650 -3.3262 0.0786 0.0931 0.0522 -0.1322 -0.519
C 2.4034 0.6400 1.5764 -0.4321 -0.0775 -0.7144 -0.762
C 4.3067 -0.3331 5.3089 -0.1714 0.0523 -0.1668 -0.018
C -2.8095 -0.7158 4.7474 -0.0827 0.0774 0.1274 -0.038
C -3.7358 0.9441 -3.6556 0.1094 -0.1066 0.0092 -0.527
C -2.0301 -1.2942 2.4406 -0.0863 0.2891 0.2142 -0.059
C -0.9679 4.7187 -1.6657 -0.0455 -0.1433 0.0349 -0.266
C 0.3125 1.2479 -5.1423 -0.0619 -0.2942 0.0671 -0.168
C -2.5874 -0.3695 3.3114 0.0538 -0.0884 -0.1543 -0.264
C -1.3949 2.0159 -0.9408 -0.0470 1.3946 -0.6757 -0.350
C 6.6053 -0.6643 1.7324 -0.0178 0.1654 -0.1629 -0.093
C -1.4763 2.8459 -5.7699 -0.1933 0.0140 0.1251 -0.105
C -4.3710 0.7598 -2.2776 0.1006 -0.1610 -0.0713 -0.114
C -1.9787 0.3230 0.6352 -0.3489 -0.7124 1.5382 -0.359
C 4.4769 -2.6389 3.7833 -0.0239 -0.0206 -0.0407 -0.075
C 0.1061 -3.3802 0.5170 0.2121 0.1300 -0.4332 -0.482
C -2.7480 -4.5259 -0.8596 0.1313 0.0804 -0.0040 -0.117
C -2.6741 1.2027 1.4843 0.0273 -0.1750 -0.3925 -0.022
C 1.5050 -2.9238 0.1177 -0.0664 -0.0010 -0.1302 -0.159
C 5.3081 -1.2506 5.5583 0.0073 0.0328 0.0041 -0.060
C -0.7710 4.2824 -0.3607 -0.0499 -0.0163 -0.3380 -0.011
C -2.9496 0.8725 2.7926 0.1064 -0.2962 0.0282 -0.014
C -1.3593 3.7815 -2.6130 0.0802 0.1061 0.1707 -0.031
C -4.4274 2.0679 -4.4162 0.0964 -0.1112 -0.0222 -0.100
C -1.1965 1.4796 -5.1342 0.2033 -0.4698 0.2258 -0.498
C 4.8140 1.1297 1.9009 0.3980 0.4526 0.2129 -0.172
C 2.2910 0.4111 4.1193 0.0250 0.0918 0.0207 -0.406
C -1.5589 2.4534 -2.2766 0.0055 -0.4267 0.3380 -0.268
C -0.6914 6.1288 -2.0728 0.1208 0.0561 -0.0751 -0.042
C 5.3926 -2.4049 4.7964 -0.0224 -0.0463 -0.0080 -0.071
C -4.0475 -2.5239 -0.1315 0.1216 0.0957 0.0990 -0.100
C 6.1181 0.6917 1.2401 -0.0376 -0.1223 0.2512 -0.224
C -0.9801 2.9674 -0.0036 0.0688 -0.3201 -0.0080 -0.064
H 6.1646 -3.1290 5.0011 0.0982 -0.1003 0.0239 0.111
H -0.1104 -4.3173 -0.0130 -0.0052 0.1809 0.0607 0.101
H -4.1215 -2.2061 -1.1737 -0.0467 0.0172 -0.0699 0.052
H 5.9765 0.6545 0.1567 0.0283 0.1493 -0.0626 0.109
H -3.4532 1.5857 3.4281 -0.0897 0.0960 0.0514 0.123
H -2.7329 -3.6769 1.1188 0.0474 0.0795 -0.1057 0.107
H 0.8180 1.9674 -4.4995 0.0303 0.1560 0.0180 0.083
H 6.8816 1.4453 1.4370 -0.0588 0.0464 -0.0360 0.114
H 2.2323 -3.6578 0.4609 0.0588 -0.1067 -0.0337 0.087
H 2.7743 -1.9023 2.7188 -0.0755 0.0063 -0.0995 0.095
H 4.8174 0.8726 2.9613 0.0963 0.0989 -0.1381 0.103
H -1.4007 6.4699 -2.8234 -0.0383 0.0767 -0.0263 0.083
H -3.0169 2.1493 1.0946 0.0657 0.0804 0.0435 0.117
H 5.8522 -1.4269 1.5591 -0.0660 -0.1776 -0.0032 0.063
H 1.6090 -2.8122 -0.9620 0.0572 -0.1307 0.0846 0.010
H 4.2034 0.5615 5.9038 0.0108 0.0537 0.1189 0.126
H 6.8190 -0.6335 2.7978 0.0006 -0.0254 0.1242 0.071
H -0.6788 3.5440 -5.5267 0.0133 0.0593 0.0473 0.078
H 1.7379 -1.9678 0.5831 0.0420 0.0293 -0.0149 0.007
H -1.4793 4.1027 -3.6320 -0.0701 0.0678 -0.1484 0.090
H -0.4247 4.9775 0.3875 0.0308 0.1391 0.1204 0.120
H -2.4604 -1.7233 4.9636 -0.0024 -0.0173 0.0604 0.079
H 0.3287 -2.7479 2.5801 -0.0438 0.0431 0.0428 0.074
H 0.6952 1.3539 -6.1545 0.0627 0.0833 -0.0988 0.095
H 0.5818 0.2528 -4.7945 -0.0259 -0.0538 -0.1702 -0.078
H -5.4371 0.5635 -2.3785 -0.0737 0.0127 -0.0417 0.092
H -2.9077 -4.2066 -1.8907 -0.0292 -0.0802 0.0184 0.007
H -0.8484 -4.0634 2.3679 -0.0723 -0.0073 0.0829 0.070
H -2.2656 -0.0178 5.3838 -0.0002 -0.0386 0.1072 0.088
H -1.6780 0.6964 -5.7446 0.0877 0.1272 0.2004 0.094
H -3.8486 0.0051 -4.2234 0.1027 0.1867 0.1267 0.087
H -4.2427 1.6531 -1.6647 0.0294 -0.0151 0.0628 0.088
H 0.8669 -4.3863 2.2464 0.0413 -0.0471 -0.0569 0.090
H -0.7699 2.6555 1.0072 -0.0618 0.0374 0.0164 0.092
H -1.8097 -5.0733 -0.8203 0.0194 -0.1473 -0.0198 0.065
H -3.5498 -5.2107 -0.5895 -0.0582 -0.0631 -0.0170 0.091
H 4.6985 2.2190 1.8045 -0.0198 -0.1568 0.0837 0.133
H 3.8200 0.3296 0.2563 -0.1879 -0.0017 0.2285 0.129
H -4.1000 -1.6457 0.5128 -0.0319 -0.0089 -0.0334 0.074
H 0.3074 6.1872 -2.5054 0.0608 0.1354 -0.0550 0.089
H -3.9326 -0.0900 -1.7459 -0.1129 0.0753 0.0906 0.023
H 1.0464 1.3226 2.8606 0.1798 -0.1752 -0.0204 0.133
H -3.8655 -0.6527 5.0092 -0.0346 -0.0038 0.0649 0.087
H 7.5140 -0.9486 1.2093 0.0865 -0.1021 -0.0241 0.076
H -4.1428 2.0721 -5.4648 -0.0047 0.0996 -0.0582 0.071
H -1.8391 -2.2846 2.8144 -0.0082 -0.1259 0.0610 0.086
H -5.5048 1.9139 -4.3725 -0.0751 0.0011 0.0180 0.086
H -0.7248 6.8024 -1.2222 -0.0322 0.0995 0.0547 0.080
H -4.9160 -3.1453 0.0795 -0.0446 -0.0840 -0.0139 0.092
H 6.0081 -1.0699 6.3573 0.1202 -0.0063 0.1022 0.111
H -1.4806 2.7287 -6.8508 0.0252 -0.0179 -0.1108 0.092
H -4.2117 3.0384 -3.9706 0.0034 0.1053 -0.0077 0.083
H 4.5278 -3.5505 3.2096 0.0296 -0.1240 -0.0796 0.109
H -2.4259 3.2828 -5.4841 -0.0446 0.0871 -0.0229 0.049
```
Forces are in eV/Å.

Summary:
expectation value of S² = 0.84
spin multiplicity = 2
net charge = +1
frontier orbital gap (alpha / beta) = 4.511 / 4.534 eV
HOMO (alpha / beta) = -9.35 / -9.36 eV

***

Number 1: maximum force 0.015 Eh/bohr, E -3144.6659 hartree. Number 2: maximum force 0.094 Eh/bohr, E -10313.1628 hartree.